[1]
DFT (the ωB97M-V functional and the def2-TZVPD basis) results for an isolated molecule of C2H6N2O2S.

Element x y z (Å)
1 H -0.80397 -1.62783 1.69337
2 O 1.97675 -0.05122 0.75087
3 H -0.57329 1.77656 0.46873
4 C 1.56094 0.31740 -0.43380
5 H -1.49558 -2.10531 0.19459
6 N -0.88946 -1.50741 0.61578
7 N -1.14807 1.04766 0.24482
8 C 2.36661 -0.90911 -0.28230
9 H -1.99750 1.29668 -0.34514
10 H 1.97752 -1.97200 -0.21210
11 H 3.42882 -1.09179 -0.49528
12 S -0.47512 -0.33972 -0.47095
13 O -1.32582 -0.62383 -1.62366

Forces on the atoms, in the same order (eV/Å):
0.1 1.0 -3.0
0.5 0.0 2.6
2.0 2.2 0.3
0.0 1.3 -2.0
-2.1 -2.2 -1.3
1.9 0.6 3.8
-3.2 -2.7 -2.0
0.6 -3.7 -0.5
1.5 -0.2 1.2
-0.5 1.5 0.0
-0.2 1.3 -0.1
-1.0 1.1 0.7
0.4 -0.1 0.2

## Properties
SMILES = NS(N)(=O)=C1CO1
HOMO = -8.4465 eV
max |F| = 4.6 eV/Å
spin multiplicity = 1

***

[2]
DFT (the ωB97M-V functional and the def2-TZVPD basis) results for a cluster of 2 separate species, C2H6N2O3P in total.

Element x y z (Å)
1 N -0.19519 1.54300 -0.20521
2 H -1.51918 -1.77928 -0.23192
3 O 2.36868 0.49245 0.24460
4 C -0.30992 2.10295 1.04425
5 H -1.08876 2.81243 1.00813
6 H -0.94123 -3.04939 -0.84363
7 O 1.69667 -1.49331 -1.22534
8 H 0.69600 2.55815 1.22450
9 H -0.64636 1.44190 1.78224
10 C 0.10163 0.75787 -1.00104
11 H -0.60473 -1.69889 -1.50908
12 O 0.38192 -0.91066 0.99022
13 N -1.34056 -2.20848 -1.17858
14 P 1.40103 -0.56874 -0.09915

Forces on the atoms, in the same order (eV/Å):
-0.7 -0.7 -1.3
0.1 -0.1 -1.4
0.6 0.7 0.1
1.4 1.9 0.0
-0.7 1.5 -0.1
0.7 -1.3 -0.1
-0.2 -0.2 0.3
-1.0 -0.3 0.5
0.2 -1.7 0.9
-0.8 1.0 -0.5
2.6 1.6 -1.2
0.9 0.1 -1.3
-3.6 -0.4 2.5
0.4 -2.3 1.6

## Properties
HOMO = -4.7390 eV
max |F| = 4.4 eV/Å
spin multiplicity = 1
net charge = -1

***

[3]
DFT (the ωB97M-V functional and the def2-TZVPD basis) results for a cluster of 3 separate species, C2H6N2O4 in total.

Element x y z (Å)
1 H 0.85569 -1.50223 -1.81184
2 H -0.85412 0.11637 -0.08117
3 N 1.21179 2.60580 -2.97455
4 N 0.25189 -0.63218 -1.59249
5 O 1.53649 1.33076 -3.02534
6 O -1.82463 0.10593 2.87609
7 O 0.24647 2.94810 -2.35761
8 C -0.34278 -0.69804 -0.49347
9 H 1.01971 0.60928 -2.47568
10 H -1.11559 -0.06800 4.78289
11 H 0.21505 -2.46973 -0.12001
12 H 0.08264 -0.34039 3.31791
13 O -0.30526 -1.86732 0.28837
14 C -0.97736 -0.13834 3.66693

Forces on the atoms, in the same order (eV/Å):
-1.5 1.6 0.4
-1.0 0.8 0.8
-0.4 1.5 -0.1
1.9 -1.1 -1.1
0.1 -1.8 0.4
-1.0 0.1 -0.6
0.5 -1.2 0.0
1.4 -3.5 0.5
-0.4 1.6 -0.3
-0.1 -0.2 -0.6
2.6 -3.0 -2.1
-0.7 -0.1 0.4
-3.2 5.1 1.7
1.9 0.3 0.8

## Properties
SMILES = [H]/N=C\O.O=NO.C=O
HOMO = -9.5369 eV
max |F| = 6.2 eV/Å
spin multiplicity = 1

***

[4]
DFT (the ωB97M-V functional and the def2-TZVPD basis) results for a cluster of 2 separate species, C2H6N2O4 in total.

Element x y z (Å)
1 H -2.20217 -0.09120 -1.47237
2 O -1.48800 1.21642 -0.41026
3 C 0.69543 -0.30071 1.87018
4 H 1.13666 0.53535 2.44422
5 H 1.37939 -0.94206 1.25664
6 H 0.21915 -0.91766 2.58527
7 O -0.53763 0.00856 1.20486
8 N -0.59780 -1.25501 -1.45372
9 N 0.81129 1.06913 -0.37925
10 H 0.86859 1.42485 -1.36626
11 O -1.70373 -0.68905 -2.15213
12 C -0.43996 0.76787 0.06706
13 H 1.65718 0.85678 0.02302
14 O 0.20158 -1.68328 -2.21727

Forces on the atoms, in the same order (eV/Å):
1.4 -1.3 -1.0
1.7 -0.7 0.4
-0.6 -0.8 0.2
0.0 -0.1 -0.9
-0.4 0.9 0.4
0.5 -1.1 1.3
1.1 1.6 -1.7
-0.2 0.1 -1.8
-2.2 1.3 -3.2
-0.3 -0.4 1.8
-0.1 0.2 1.2
-1.4 0.9 1.2
1.7 -0.9 1.2
-1.1 0.3 0.9

## Properties
SMILES = COC(N)=O.O=NO
HOMO = -10.2725 eV
max |F| = 4.1 eV/Å
spin multiplicity = 1

***

[5]
DFT (the ωB97M-V functional and the def2-TZVPD basis) results for an isolated molecule of C2H6N2OS.

Element x y z (Å)
1 H 0.91792 -1.91357 0.22955
2 C -1.03346 -1.11201 -0.21904
3 N 0.51399 1.19867 -0.18856
4 H -1.31062 -2.06549 -0.75149
5 H -1.32458 -0.00980 -0.85895
6 H 0.89175 2.10891 -0.23889
7 H -1.52330 -1.10031 0.93117
8 N 0.33851 -0.97455 0.26715
9 H -0.69534 2.31149 0.81138
10 S 2.87652 0.08320 -0.04588
11 O -0.90073 1.43511 0.03567
12 C 1.24932 0.03835 0.02789

Forces on the atoms, in the same order (eV/Å):
-1.7 2.4 0.4
-2.1 3.0 1.9
-0.1 0.2 -0.6
0.8 1.1 0.5
0.4 -4.4 1.7
1.4 0.2 -0.4
-0.1 0.0 -3.6
4.6 -3.8 -1.2
-1.9 -3.9 -3.2
0.5 -0.4 0.2
2.5 4.5 4.5
-4.2 1.1 -0.1

## Properties
SMILES = CNC(=S)NO
HOMO = -8.4812 eV
max |F| = 6.9 eV/Å
spin multiplicity = 1

***

[6]
DFT (the ωB97M-V functional and the def2-TZVPD basis) results for an isolated molecule of C2H6N2S.

Element x y z (Å)
1 N -1.32290 -0.63081 -0.00988
2 H -0.06753 1.38034 -1.36538
3 H 2.56892 1.76383 0.19964
4 N -2.02149 -1.77833 0.30097
5 H 1.36091 0.28243 -1.71112
6 C -0.22416 -0.67075 -0.59678
7 H -2.71806 -1.64752 1.03855
8 H 0.29456 -1.69586 -0.75406
9 H -2.06534 -2.64740 -0.13435
10 S 1.37908 1.26182 0.64676
11 C 0.55282 0.54393 -1.01306

Forces on the atoms, in the same order (eV/Å):
-1.9 -0.2 0.6
0.2 -0.6 0.0
-0.7 -0.3 -0.1
-0.5 2.3 2.3
-0.4 0.2 0.3
2.2 -2.2 -1.0
0.6 0.2 -0.9
-0.7 1.5 0.0
0.8 -1.3 -1.3
-0.2 -0.5 -1.3
0.6 0.9 1.5

## Properties
SMILES = N/N=C/CS
HOMO = -8.5929 eV
max |F| = 3.3 eV/Å
spin multiplicity = 1

***

[7]
DFT (the ωB97M-V functional and the def2-TZVPD basis) results for an isolated molecule of C2H6N2S.

Element x y z (Å)
1 H 1.46393 1.57124 -1.65902
2 H 0.74572 -1.03935 -1.95738
3 N 0.35562 -0.41365 -1.23735
4 H 1.20692 -1.76772 -0.04117
5 N 0.19992 -0.54185 1.18266
6 H -1.51440 0.02081 2.21174
7 H -1.72069 0.22586 0.43321
8 H -0.54926 1.35857 1.34247
9 S 0.17002 1.14092 -1.61178
10 C 0.63357 -0.88351 0.06237
11 C -0.99134 0.32868 1.27425

Forces on the atoms, in the same order (eV/Å):
-0.2 -0.1 0.1
-0.4 0.6 0.5
0.5 -2.6 0.2
1.2 -0.8 0.4
-1.3 -0.2 0.1
0.4 0.6 -0.7
0.8 0.2 0.4
-1.2 -0.6 0.1
-0.2 2.5 -0.8
-0.4 0.0 -0.8
0.9 0.4 0.5

## Properties
SMILES = C/N=C\NS
HOMO = -9.0243 eV
max |F| = 2.6 eV/Å
spin multiplicity = 1

***

[8]
DFT (the ωB97M-V functional and the def2-TZVPD basis) results for an isolated molecule of C2H6N2S.

Element x y z (Å)
1 C -0.92906 0.87022 -0.07451
2 H 2.62209 -0.02008 -0.97791
3 H 1.49501 -1.22487 -0.92021
4 S -1.53347 -0.62297 -0.04581
5 N 0.49119 1.10337 -0.10128
6 H 0.24785 -0.82503 0.69664
7 H 2.63227 -1.38918 0.27926
8 H 0.73963 2.14716 0.03997
9 H -1.40368 1.91835 -0.18749
10 N 1.09322 -0.02783 0.65858
11 C 2.11431 -0.56481 -0.27523

Forces on the atoms, in the same order (eV/Å):
2.8 3.5 -1.4
1.6 2.1 -0.7
0.3 0.2 -0.5
-1.6 -0.2 0.1
-3.5 -0.8 1.7
2.4 2.7 -0.3
0.5 1.3 -0.3
-0.1 -2.7 0.5
-0.1 -2.1 0.1
0.6 1.1 -1.0
-3.1 -5.1 1.8

## Properties
SMILES = CNNC=S
HOMO = -8.4269 eV
max |F| = 6.3 eV/Å
spin multiplicity = 1

***

[9]
DFT (the ωB97M-V functional and the def2-TZVPD basis) results for a structure of composition C2H6N2S.

Element x y z (Å)
1 H -1.81535 -0.53878 2.13711
2 C 0.15114 0.49094 -0.63453
3 S -1.30185 -0.51794 -0.56536
4 H 0.35473 -1.40578 1.49896
5 H -1.46120 -2.58708 0.86019
6 N 0.93319 0.86996 0.33751
7 H 2.40431 1.36467 -0.86165
8 H 0.45962 0.93720 -1.71325
9 H 2.91402 0.67099 0.78179
10 C -0.91109 -1.32051 1.19377
11 N 2.28585 1.24765 0.08925

Forces on the atoms, in the same order (eV/Å):
3.2 -2.8 -2.8
2.6 2.8 -1.3
1.8 0.0 2.5
-4.3 0.5 -1.1
1.8 4.1 1.8
-0.5 -2.5 -0.5
1.4 -0.3 -2.2
-0.9 -1.5 1.9
-1.6 1.6 -2.7
-2.0 -1.2 0.0
-1.6 -0.7 4.3

## Properties
HOMO = -8.2027 eV
max |F| = 5.1 eV/Å
spin multiplicity = 1

***

[10]
DFT (the ωB97M-V functional and the def2-TZVPD basis) results for an isolated molecule of C2H6N2S2.

Element x y z (Å)
1 H -1.61894 -1.44022 1.90248
2 S 1.76057 -0.40251 -0.96749
3 H 1.28661 0.86349 -1.13952
4 S -1.46349 0.79276 -0.96821
5 N 0.92968 -0.91299 0.39098
6 H -1.21889 2.06857 -1.38730
7 C -0.65001 -0.94066 2.14471
8 N -0.55695 0.92607 0.51204
9 H -1.12693 1.34345 1.20801
10 H -0.74273 -0.19998 2.95155
11 C -0.01425 -0.26852 0.95877
12 H 0.04406 -1.71571 2.49379

Forces on the atoms, in the same order (eV/Å):
0.6 0.7 0.2
-0.1 0.5 0.0
0.2 -0.3 0.0
0.0 0.7 0.0
-0.1 0.3 0.0
0.0 -0.6 0.0
0.2 -0.2 0.4
0.0 0.4 -0.9
-0.6 0.3 0.6
-0.4 -0.3 -0.1
0.4 -1.7 -0.3
-0.3 0.2 -0.1

## Properties
SMILES = C/C(=N/S)NS
HOMO = -8.4065 eV
max |F| = 1.8 eV/Å
spin multiplicity = 1

***

The records above yield frontier orbital gap values of 9.0; 8.3; 9.9; 10.5; 8.5; 9.5; 9.7; 8.7; 8.6; 9.0 eV, respectively.
The records above yield energy above the lowest of the compared OMol25 structures with the same formula, charge and spin values of 5.969; 2.732; 5.789; 4.302; 5.324; 2.094; 1.558; 3.238; 6.141; 1.123 eV, respectively.